[1]
This record from OMol25 describes 7 unconnected molecules or ions with the total composition C20H27NO18 in a non-equilibrium geometry. The level of theory is the ωB97M-V functional and the def2-TZVPD basis.

Geometry as XYZ:
```
66
Properties=species:S:1:pos:R:3:forces:R:3
O -0.30706 1.42644 7.59721 0.2 -1.0 -1.2
C -0.44866 1.02145 6.46991 0.6 0.4 1.1
O -1.20250 1.64958 5.57379 -0.3 1.1 0.1
C -1.21282 0.96846 4.35032 -1.5 -0.6 -0.9
C -0.38109 -0.23919 4.63944 -0.1 -1.4 -2.8
O 0.13576 -0.07633 5.88655 0.6 1.2 2.9
H -2.22647 0.65126 4.10846 -0.1 0.3 0.2
H -0.87196 1.52518 3.47740 0.4 0.5 0.5
H 0.38996 -0.27493 3.86926 0.3 -0.3 0.4
H -0.95423 -1.16751 4.61161 -0.1 0.0 -0.1
O -1.37626 2.45728 -1.75534 1.6 1.6 -1.0
C -0.89019 3.57960 -1.81682 -2.4 -3.5 -2.1
O -0.55557 4.27551 -2.91532 0.6 0.8 -2.3
C -0.61532 5.68991 -2.60601 -0.3 0.8 1.0
C -0.40494 5.65392 -1.11267 -1.6 0.7 0.3
O -0.82095 4.32994 -0.82233 1.2 1.9 5.1
H 0.03629 6.45933 -3.02107 0.9 -1.2 -0.9
H -1.58242 6.16003 -2.79063 -0.5 -0.9 -0.3
H -1.19769 6.22558 -0.63029 0.5 0.5 0.2
H 0.57339 5.97393 -0.75704 0.1 -0.7 0.1
O -1.05388 -2.83920 -1.53964 -1.6 -0.6 -1.4
C -1.89706 -3.30473 -2.27523 0.1 -0.6 0.0
O -2.20680 -2.90853 -3.52436 0.5 1.1 -0.4
C -3.10195 -3.81250 -4.20774 1.9 0.0 -0.6
C -3.44520 -4.83658 -3.13255 -1.5 1.0 -0.4
O -2.69307 -4.36676 -2.00544 0.0 -1.2 0.7
H -3.79042 -3.22091 -4.80913 -0.7 -0.1 0.8
H -2.49720 -4.31120 -4.96763 0.2 0.0 0.0
H -3.30304 -5.85546 -3.49185 1.1 0.0 0.6
H -4.51998 -4.85198 -2.94545 0.0 0.5 0.7
O 2.31825 -1.35318 -0.75639 0.1 0.7 -1.3
C 2.02263 -0.79744 -1.78026 -1.0 -0.5 1.0
O 2.29475 -1.18758 -3.02717 0.4 -1.0 -0.1
C 1.71949 -0.30864 -3.96681 0.8 1.6 -0.9
C 0.91548 0.67391 -3.08966 -0.9 0.1 -3.3
O 1.22861 0.30595 -1.84018 0.7 -0.5 3.5
H 2.53197 0.19009 -4.49911 0.2 0.1 0.2
H 1.15165 -0.75720 -4.78111 -0.3 -0.7 0.6
H -0.13364 0.51008 -3.34038 -0.2 0.3 0.5
H 1.14415 1.72957 -3.23963 0.1 -0.1 -0.2
O 1.69256 0.96034 2.39074 0.1 0.7 -0.8
C 2.26275 1.61733 1.55772 -2.0 0.3 1.5
O 1.87931 2.88288 1.18698 -1.1 -0.1 0.9
C 2.79804 3.49107 0.33628 1.4 -0.3 -0.2
C 3.88519 2.41025 0.20407 -0.8 -1.2 -1.0
O 3.29985 1.24157 0.89889 2.7 0.7 -1.3
H 2.38309 3.73528 -0.64206 -0.3 -0.1 0.1
H 3.22590 4.40046 0.75927 -0.3 0.0 0.3
H 4.87795 2.65764 0.57410 -0.2 -0.2 0.3
H 3.92353 2.09852 -0.83903 0.5 0.0 0.1
O -1.46269 -5.51218 1.75330 1.1 0.8 0.4
C -0.52861 -4.76037 1.90664 -1.2 -1.9 -1.9
O 0.67855 -4.94421 1.32083 -0.6 -1.9 0.1
C 1.49226 -3.82944 1.52895 -0.8 1.2 0.2
C 0.81954 -3.24764 2.81161 1.0 -0.9 -1.0
O -0.55269 -3.61936 2.54502 0.2 1.7 1.2
H 2.53046 -4.15544 1.51643 0.0 0.3 0.4
H 1.26856 -3.18181 0.67919 0.6 0.4 0.1
H 0.98112 -2.17860 2.92686 -0.4 -0.1 0.1
H 1.10725 -3.85560 3.66977 0.3 0.5 0.3
C -1.24320 -0.11445 0.21443 -0.1 -0.2 0.8
C -2.09355 -0.34879 1.36301 0.5 0.4 -0.6
N -2.81549 -0.52663 2.22339 -0.9 -0.3 1.1
H -0.54390 0.68950 0.43973 -0.1 0.1 -0.2
H -1.94161 0.15404 -0.57643 0.6 -0.2 -0.5
H -0.69620 -1.05149 0.11365 0.0 0.1 -0.8
```
Forces are in eV/Å.

The SMILES is O=C1OCCO1.O=C1OCCO1.O=C1OCCO1.O=C1OCCO1.O=C1OCCO1.O=C1OCCO1.CC#N. As for the electronic energy: -59520.5600 eV. The calculation puts the frontier orbital gap at 0.360 Ha.

natural (NBO) atomic charge list, values in e, 2 entries:
1. O -0.591
2. C 0.971



[2]
This record from OMol25 describes a molecular structure, ClHfO4P in a non-equilibrium geometry. The level of theory is the ωB97M-V functional and the def2-TZVPD basis.

Geometry as XYZ:
```
7
Properties=species:S:1:pos:R:3:forces:R:3
Hf -0.89330 0.10840 -0.08018 4.5 -1.8 -3.3
Cl -2.08025 1.03536 2.16753 0.6 -0.9 -1.8
P 0.92659 0.70132 1.58585 1.5 -4.3 -2.9
O -0.52799 -1.52866 -1.49835 -0.9 4.3 1.0
O 1.56656 0.27126 -0.90177 -2.3 -0.7 2.8
O 1.26231 -1.30477 0.76314 -1.9 6.1 1.1
O -0.25391 0.71709 -2.03621 -1.5 -2.7 3.1
```
Forces are in eV/Å.

As for the electronic energy: -31293.7654 eV. The calculation puts the frontier orbital gap at 0.229 Ha.

natural (NBO) atomic charge list, values in e, 2 entries:
1. Hf 2.185
2. Cl -0.589



[3]
This record from OMol25 describes a molecular structure, C17H25Cl5ErN4O6S2 in a non-equilibrium geometry. The level of theory is the ωB97M-V functional and the def2-TZVPD basis.

Geometry as XYZ:
```
60
Properties=species:S:1:pos:R:3:forces:R:3
Er 0.97196 0.33818 0.44146 -1.0 0.0 -0.7
N -5.01199 1.34492 0.90518 -0.1 0.0 0.1
C -3.77667 0.45834 0.64969 -0.1 0.1 0.0
C -3.09099 0.16113 1.97906 0.0 -0.1 0.0
C -2.05504 1.21026 2.44600 0.0 0.0 0.1
N -0.69867 0.65939 2.39532 0.4 0.1 -0.2
C -2.11310 2.49512 1.62555 -0.1 0.2 0.1
C -2.07882 2.32670 0.10666 -0.1 0.1 -0.1
N -0.70632 2.15516 -0.39133 0.4 -0.1 0.1
C -2.89186 1.11938 -0.37856 0.0 -0.2 -0.1
H -5.65978 0.88389 1.54737 0.0 0.0 0.0
H -5.50849 1.52973 0.03128 0.0 0.0 0.0
H -4.74890 2.24315 1.31699 0.0 0.0 0.0
H -4.21374 -0.45123 0.23435 0.1 0.0 0.0
H -2.59865 -0.80779 1.86406 0.0 0.0 0.0
H -3.85148 0.00786 2.75055 0.0 0.0 0.0
H -2.29383 1.47420 3.48266 0.0 0.0 -0.1
H -0.58525 -0.12506 3.03164 -0.1 0.0 0.0
H -0.03330 1.37538 2.71511 -0.1 0.0 0.1
H -1.31038 3.16551 1.94298 0.0 -0.1 0.0
H -3.02864 3.03860 1.89588 0.0 0.0 0.0
H -2.51064 3.24272 -0.31783 0.1 0.0 0.0
H -0.14783 2.99127 -0.21878 0.0 0.0 0.0
H -0.70849 1.99720 -1.39668 0.0 0.0 0.0
H -2.18287 0.34269 -0.66847 0.0 0.0 0.0
H -3.45632 1.34747 -1.28632 -0.1 0.0 0.0
Cl -3.27571 -5.92017 1.21682 0.0 0.0 0.0
C -2.47861 -4.48831 0.70586 0.1 0.0 0.1
C -1.34768 -4.02682 1.38234 -0.1 0.0 -0.1
Cl -0.73807 -4.89818 2.72763 0.0 0.0 0.0
C -0.72503 -2.85877 0.96735 -0.1 0.0 -0.1
Cl 0.68888 -2.27569 1.79229 0.0 0.0 0.0
C -1.18040 -2.08778 -0.12826 0.1 -0.2 0.2
O -0.61245 -0.97542 -0.45906 0.0 0.0 0.1
C -2.30009 -2.61155 -0.81158 0.1 0.1 0.0
Cl -2.84061 -1.78633 -2.23148 0.0 0.1 0.0
C -2.93883 -3.77210 -0.39577 -0.1 -0.1 0.0
Cl -4.32294 -4.33310 -1.25261 0.0 0.0 0.0
O 2.21418 0.38849 2.31021 0.1 0.2 0.1
S 2.96210 1.62537 1.81284 0.1 -0.1 0.2
O 4.21883 1.84137 2.45313 -0.1 0.0 0.0
O 3.05692 1.32675 0.33407 0.1 0.1 0.0
S 1.61330 3.10564 1.93466 0.0 -0.2 0.0
O 2.29367 -1.09073 -0.99427 0.2 -0.3 0.1
C 2.26363 -0.20877 -1.89106 -0.2 0.6 0.0
O 1.42305 0.71082 -1.91684 0.0 0.0 -0.1
C 3.40759 -0.18444 -2.90536 0.0 -0.2 0.0
N 4.28981 -1.35570 -2.54297 0.2 -0.1 0.1
C 5.67243 -0.82923 -2.22549 -0.2 -0.1 -0.1
C 5.38655 0.58716 -1.76332 0.1 0.0 0.0
C 4.29983 1.05290 -2.72942 -0.1 0.0 0.0
H 3.03506 -0.31897 -3.91887 -0.1 0.1 0.0
H 4.29775 -2.07741 -3.25847 0.0 0.0 0.0
H 3.83180 -1.74340 -1.69137 0.0 0.1 0.0
H 6.23934 -0.85116 -3.15613 0.0 0.0 0.0
H 6.13746 -1.48860 -1.49695 0.0 0.1 0.0
H 6.28436 1.19967 -1.80297 0.0 0.0 0.0
H 5.00265 0.59636 -0.74243 0.0 0.0 0.0
H 4.71912 1.34552 -3.69229 0.0 0.0 0.0
H 3.71221 1.87841 -2.33410 0.0 0.0 0.0
```
Forces are in eV/Å.

The expectation value of S² is 3.753. As for the electronic energy: -148185.0642 eV. The calculation puts the energy above the lowest of the compared OMol25 structures with the same formula, charge and spin at 3.8 kcal per mole. The charge is +1. The calculation puts the frontier orbital gap (spin up / spin down) at 0.259 / 0.259 Ha. The spin multiplicity is 4.

natural (NBO) atomic charge list, values in e, 2 entries:
1. Er 1.702
2. N -0.685



Copy entry 2 word for word.
This record from OMol25 describes a molecular structure, ClHfO4P in a non-equilibrium geometry. The level of theory is the ωB97M-V functional and the def2-TZVPD basis.

Geometry as XYZ:
```
7
Properties=species:S:1:pos:R:3:forces:R:3
Hf -0.89330 0.10840 -0.08018 4.5 -1.8 -3.3
Cl -2.08025 1.03536 2.16753 0.6 -0.9 -1.8
P 0.92659 0.70132 1.58585 1.5 -4.3 -2.9
O -0.52799 -1.52866 -1.49835 -0.9 4.3 1.0
O 1.56656 0.27126 -0.90177 -2.3 -0.7 2.8
O 1.26231 -1.30477 0.76314 -1.9 6.1 1.1
O -0.25391 0.71709 -2.03621 -1.5 -2.7 3.1
```
Forces are in eV/Å.

As for the electronic energy: -31293.7654 eV. The calculation puts the frontier orbital gap at 0.229 Ha.

natural (NBO) atomic charge list, values in e, 2 entries:
1. Hf 2.185
2. Cl -0.589



Question: The lowest electronic energy belongs to which entry?
Answer: C17H25Cl5ErN4O6S2



Question: Which of these has the lowest electronic energy?
Answer: C17H25Cl5ErN4O6S2